1.
2 unconnected molecules or ions with the total composition C6H15N2PS at a distorted geometry. Source: the Open Molecules 2025 dataset; level of theory: the ωB97M-V functional and the def2-TZVPD basis.

Values from the calculation:
energy above the lowest of the compared OMol25 structures with the same formula, charge and spin	117.6	kJ/mol
HOMO-LUMO gap	8.0279	eV
E_LUMO	-0.2	eV
charge	0
HOMO	-8.22	eV
total energy	-29565.65166	eV

```
25
Properties=species:S:1:pos:R:3:forces:R:3
C -1.547 2.602 -0.011 0.7200 0.4811 -2.1858
C -0.065 2.878 0.063 -0.2275 2.8228 -1.5193
C -2.625 -1.930 -0.043 1.8239 0.7648 -6.0363
C 1.963 -0.578 0.943 3.6895 -0.7373 -0.0891
C 2.091 0.116 -1.314 2.8151 0.3770 -1.8316
C -1.183 -1.570 0.345 -0.3731 -1.5103 0.5777
N -0.682 1.715 0.615 1.8135 -3.9179 -0.2615
N 1.420 -0.616 -0.332 -4.9536 0.0802 -1.7258
P -0.283 -0.344 -0.597 0.1645 1.6063 1.1768
S -0.857 -0.499 -2.457 0.1961 0.5797 0.6860
H -2.249 3.085 0.570 -1.3565 1.0072 1.4728
H -1.868 2.488 -1.038 -0.1963 -0.5149 -0.2090
H 0.340 2.996 -0.958 0.0015 -1.1050 0.2542
H 0.301 3.832 0.540 -0.3116 -1.6545 0.8982
H -2.488 -2.676 -0.885 -0.5101 0.1170 1.2863
H -3.124 -2.292 0.746 -1.9873 -1.3503 2.6688
H -3.207 -1.224 -0.671 0.3641 0.3730 1.1469
H 2.422 0.417 1.128 -0.0521 -0.6429 0.2933
H 1.227 -0.774 1.617 -1.9004 -0.4939 2.3194
H 2.737 -1.443 1.001 -0.8500 1.6177 0.2625
H 2.850 -0.564 -1.763 -0.0766 0.6062 0.0209
H 1.455 0.448 -2.153 0.3749 -0.0316 0.6120
H 2.629 0.948 -0.823 -0.2001 0.0391 -0.5666
H -0.609 -2.493 0.090 0.0054 0.6679 0.3731
H -1.272 -1.554 1.423 1.0269 0.8185 0.3761
```
Forces are in eV/Å.

=====

2.
A gas-phase ion, C6H15N2S2 (charge +1) at a distorted geometry. Source: the Open Molecules 2025 dataset; level of theory: the ωB97M-V functional and the def2-TZVPD basis.

Values from the calculation:
energy above the lowest of the compared OMol25 structures with the same formula, charge and spin	0.0	kJ/mol
HOMO-LUMO gap	10.3464	eV
E_LUMO	-3.1	eV
charge	+1
HOMO	-13.41	eV
total energy	-31108.19350	eV

```
25
Properties=species:S:1:pos:R:3:forces:R:3
N 1.295 -0.499 1.443 -2.0512 -2.8800 1.7976
C 0.331 0.383 0.984 1.0858 0.8826 -1.3148
S -0.410 1.550 2.277 -1.5895 -1.5507 0.2668
C 0.922 1.226 -0.154 -2.5664 0.4047 -2.3117
C 1.379 0.387 -1.423 -1.6534 1.7509 0.1780
C 0.246 -0.458 -1.919 -2.7938 -0.5921 2.4263
C -0.436 -1.390 -0.760 1.3465 0.1647 -1.0420
C -0.815 -0.481 0.427 -1.8111 -1.9937 -0.1128
N -1.900 0.447 -0.055 0.7082 1.8965 0.6367
S -1.568 -1.606 1.720 -1.2783 2.1732 0.1827
H 2.146 -0.154 1.783 1.2264 0.9296 0.4329
H 0.800 -1.035 2.215 1.4744 0.4982 -0.9843
H 0.449 2.519 2.353 0.9996 0.9099 -0.5677
H 1.790 1.716 0.175 0.8588 1.1216 0.6902
H 0.071 1.979 -0.444 1.9863 -0.9122 0.2826
H 2.128 -0.244 -1.017 1.2571 -0.5240 -0.3758
H 1.651 1.071 -2.295 0.3279 -0.8172 1.5247
H -0.637 0.169 -2.266 1.2191 -0.4004 -0.2684
H 0.487 -1.126 -2.688 0.4642 -0.7024 -1.3711
H -1.333 -1.908 -1.235 0.9493 0.7318 0.9761
H 0.260 -2.197 -0.360 -0.6817 1.1341 -0.8234
H -2.892 0.285 0.253 1.2353 -0.3587 -0.6081
H -1.780 0.546 -1.142 -0.5670 0.3497 2.7260
H -1.504 1.285 0.681 -1.5429 -0.3181 -2.0762
H -0.681 -2.466 1.446 1.3964 -1.8980 -0.2645
```
Forces are in eV/Å.

=====

3.
2 unconnected molecules or ions with the total composition C6H15N3 at a distorted geometry. Source: the Open Molecules 2025 dataset; level of theory: the ωB97M-V functional and the def2-TZVPD basis.

Values from the calculation:
energy above the lowest of the compared OMol25 structures with the same formula, charge and spin	269.3	kJ/mol
HOMO-LUMO gap	8.3362	eV
E_LUMO	-0.3	eV
charge	0
HOMO	-8.63	eV
total energy	-10933.11840	eV

```
24
Properties=species:S:1:pos:R:3:forces:R:3
H 0.555 -2.329 -2.250 -0.0695 0.0995 0.5774
N 0.038 -1.441 -2.304 -1.7746 -0.0249 -0.0013
N -1.021 -1.549 -1.627 1.6916 -1.3218 -0.8920
C -1.924 -0.508 -1.789 -0.6899 1.1111 -0.1377
C -2.894 -0.281 -0.902 0.4471 -0.1972 -0.1031
H -1.827 0.093 -2.692 0.0931 -0.0027 0.0627
H -2.965 -0.865 0.003 -0.0527 -0.1698 0.0218
H -3.601 0.521 -1.034 -0.0376 0.1014 -0.1033
C 0.044 1.488 1.461 0.2069 -0.0919 -0.1454
C 0.873 0.522 0.623 -0.8524 -2.3578 0.9311
C 0.300 -1.047 0.926 1.0170 2.5446 0.7820
C 2.336 0.523 1.053 -0.2765 0.0555 0.0648
N 0.808 0.918 -0.747 0.1944 0.1358 -0.9102
H -1.006 1.432 1.176 -0.1215 -0.0023 0.0142
H 0.387 2.510 1.296 0.0231 0.0449 0.0047
H 0.134 1.255 2.520 -0.0477 -0.0119 0.0641
H -0.756 -1.220 0.739 0.2273 0.0722 -0.5866
H 0.990 -1.766 0.490 -0.3183 -0.1323 -0.2556
H 0.373 -1.135 2.007 0.2704 -0.1708 0.2715
H 2.428 0.247 2.101 0.0753 -0.0803 0.0905
H 2.764 1.514 0.911 0.0151 0.0773 -0.0277
H 2.903 -0.183 0.450 0.1127 -0.0816 -0.0330
H 1.207 0.208 -1.370 -0.2715 0.5121 0.3150
H -0.147 1.091 -1.042 0.1383 -0.1091 -0.0036
```
Forces are in eV/Å.

=====

4.
2 unconnected molecules or ions with the total composition C6H15N3 at a distorted geometry. Source: the Open Molecules 2025 dataset; level of theory: the ωB97M-V functional and the def2-TZVPD basis.

Values from the calculation:
energy above the lowest of the compared OMol25 structures with the same formula, charge and spin	151.4	kJ/mol
HOMO-LUMO gap	8.9608	eV
E_LUMO	0.7	eV
charge	0
HOMO	-8.24	eV
total energy	-10934.34099	eV

```
24
Properties=species:S:1:pos:R:3:forces:R:3
C 0.543 0.356 1.315 -0.3098 -1.1955 0.7274
C -0.668 -0.349 0.705 0.6073 -0.2923 0.0048
N -0.316 -1.780 0.703 -0.4425 -0.0691 -0.4028
C 0.001 -2.269 -0.626 -0.0350 0.1170 0.0484
C -1.299 -2.619 1.359 0.0144 0.0833 -0.1417
H 0.318 1.387 1.580 0.2112 0.1051 0.3484
H 1.402 0.304 0.649 0.0408 0.0587 -0.0909
H 0.756 -0.346 2.178 0.1388 1.4984 -0.5219
H -0.877 0.021 -0.311 -0.1991 -0.1668 0.1664
H -1.542 -0.192 1.345 0.0047 0.0521 -0.1766
H 0.725 -1.602 -1.093 0.0619 -0.1199 -0.0352
H -0.882 -2.308 -1.284 -0.0326 -0.0295 -0.0158
H 0.419 -3.273 -0.551 0.0572 0.0014 -0.0634
H -1.437 -2.274 2.383 -0.0862 -0.0724 0.0596
H -0.933 -3.645 1.380 -0.0116 -0.0136 0.0731
H -2.276 -2.622 0.845 -0.0230 0.0143 0.0355
N 1.090 0.496 -2.508 -0.0360 -0.3604 -0.3061
C 1.103 1.561 -2.092 0.0616 -0.1782 0.1151
C 1.161 2.860 -1.450 0.1862 0.6505 0.2901
N -0.144 3.226 -0.920 -0.0800 0.1043 -0.0876
H 1.450 3.599 -2.204 0.0504 -0.0831 0.1212
H 1.965 2.809 -0.693 -0.1421 0.0196 -0.2388
H -0.095 4.123 -0.451 0.0012 -0.0941 -0.0226
H -0.465 2.536 -0.257 -0.0379 -0.0298 0.1132
```
Forces are in eV/Å.